ORCA calculation (wB97M-V/def2-TZVPD) on a single C6H5N9 molecule.

Positions of all 20 atoms, in Å:
C 2.2793 -1.1804 1.2764
N 3.3329 -0.3035 1.5702
C 2.9620 0.7853 1.0364
N 1.7660 0.6042 0.4272
C 1.0014 1.5131 -0.2594
N 1.1598 2.7905 -0.4036
N 0.0320 3.2897 -0.9567
N -0.7896 2.4191 -1.3124
C -0.3740 1.1182 -0.9098
C -1.4423 0.3540 -0.1079
C -1.4263 -1.0281 0.0882
N -2.5850 -1.2964 0.7952
N -3.0947 -0.1293 1.0260
N -2.4833 0.8745 0.5345
N 1.3154 -0.6835 0.6533
H 2.2923 -2.2906 1.6421
H 3.5782 1.7645 0.9171
H -0.1637 0.5794 -1.7800
H -0.7726 -1.7584 -0.1140
H -3.9783 -0.0592 1.5340

Atomic forces in eV per Å
2.8 -3.3 3.0
0.4 -2.0 0.8
1.3 2.7 -1.2
-0.8 1.0 -0.5
-2.5 0.0 -0.3
2.2 -2.2 1.9
-1.8 0.4 -1.9
-0.8 1.2 0.2
0.6 0.9 2.6
1.6 -0.1 -0.2
-5.1 2.4 2.0
2.2 -1.2 -0.6
-1.3 -1.1 0.6
0.8 2.3 -1.1
-1.3 1.7 -2.0
0.0 2.4 -0.8
-1.5 -1.9 0.4
0.4 -1.1 -1.5
2.0 -2.3 -1.0
0.6 0.2 -0.3

Calculated values
* frontier orbital gap: 9.58 eV



ORCA calculation (wB97M-V/def2-TZVPD) on a single C6H5NO molecule.

Positions of all 13 atoms, in Å:
N 3.1997 -0.1360 0.2366
C 2.0403 -0.0460 -0.1010
C 0.6569 0.0942 -0.0716
C -0.0006 -1.1169 -0.2646
C -1.4996 -1.2215 0.0345
O -2.1201 0.0269 0.2419
C -1.3064 1.2797 -0.0698
C -0.0048 1.4077 -0.0896
H 0.4635 -2.2179 -0.3739
H -1.4945 -1.8482 0.9571
H -2.1755 -1.9352 -0.6407
H -2.0946 2.1041 -0.1440
H 0.5485 2.2505 -0.0175

Atomic forces in eV per Å
-5.6 0.4 -2.2
7.6 0.0 2.8
-1.4 -3.2 -1.7
-0.3 -0.8 0.7
0.1 -1.8 -0.6
2.1 2.8 -1.1
-4.9 -0.1 1.0
-1.3 -4.2 0.4
-0.5 3.1 0.2
-0.2 0.7 0.0
1.6 1.8 0.6
1.5 -1.3 0.2
1.3 2.7 -0.3

Calculated values
* frontier orbital gap: 8.57 eV



ORCA calculation (wB97M-V/def2-TZVPD) on a single C6H5NO2 molecule.

Positions of all 14 atoms, in Å:
C 2.1838 -1.4868 -2.4207
C 1.1817 -1.2696 -1.6231
C 0.2663 -0.6772 -0.6908
O -0.0708 0.6506 -0.8804
C -0.7293 1.0800 0.2776
N -1.0747 2.3759 0.2023
C -0.8391 0.0800 1.2558
C -0.1057 -1.0024 0.6542
O 0.1869 -2.1005 1.3703
H 3.2979 -1.7327 -2.9807
H -1.1066 2.9203 -0.6020
H -1.7447 2.7458 0.9017
H -1.0620 0.2974 2.3329
H -0.3840 -1.8810 2.2029

Atomic forces in eV per Å
-1.7 0.2 2.5
5.4 -0.4 -3.4
0.2 -1.5 2.4
-1.6 0.7 1.8
0.9 -1.5 -1.6
-1.6 0.8 3.2
0.9 1.9 -1.3
0.4 0.8 -2.2
-1.8 0.5 2.2
-4.3 0.8 2.0
0.4 0.3 -1.8
0.9 -0.7 -0.7
0.1 -0.6 -1.3
1.8 -1.4 -1.8

Calculated values
* frontier orbital gap: 7.80 eV



ORCA calculation (wB97M-V/def2-TZVPD) on a single C6H5NS molecule.

Positions of all 13 atoms, in Å:
C -0.9612 -0.9569 2.0750
C -0.7383 -0.3444 0.9050
C 0.4635 -0.5563 0.1684
C 1.4856 -0.6995 -0.4709
C 2.6547 -0.8739 -1.1969
N 3.6276 -1.0125 -1.7882
S -2.0011 0.6545 0.1402
C -1.0348 2.0859 -0.3783
H -1.8668 -0.7679 2.6143
H -0.2331 -1.6678 2.4937
H -0.2004 1.7864 -1.0129
H -1.6828 2.7023 -0.9253
H -0.6097 2.6317 0.4912

Atomic forces in eV per Å
0.7 -0.2 -0.3
-0.3 -0.1 0.3
1.1 -0.1 -0.7
-0.7 0.1 0.4
-0.7 0.1 0.5
0.4 -0.1 -0.3
0.2 -0.1 0.1
1.5 -0.6 1.3
-0.3 0.0 0.2
-0.4 0.4 -0.3
-0.1 -0.1 -0.1
-0.9 0.9 -0.7
-0.5 -0.3 -0.5

Calculated values
* frontier orbital gap: 8.85 eV



ORCA calculation (wB97M-V/def2-TZVPD) on a gas-phase ion, C6H5O5PS (charge -2).

Positions of all 18 atoms, in Å:
O 3.0646 1.1263 -1.5021
P 3.7744 1.0164 -0.2226
O 3.0072 1.4468 1.0172
O 5.2755 1.0791 -0.1656
S 3.3304 -1.1576 0.1296
O 3.6495 -1.6615 1.4738
O 3.5138 -2.1757 -0.9692
C 1.4527 -0.6599 0.1344
C 0.8464 -0.4487 -1.1103
C -0.2664 0.3511 -1.1498
C -1.0151 0.5011 0.0314
C -0.4807 0.0540 1.2415
C 0.7833 -0.4014 1.2918
H 1.3129 -0.8982 -2.0319
H -0.5351 0.7034 -2.1085
H -1.9000 1.0139 -0.0868
H -1.0889 0.1082 2.1916
H 1.4618 -0.5490 2.1299

Atomic forces in eV per Å
-0.6 0.4 -1.9
1.4 1.0 2.3
0.5 0.0 -0.6
-0.2 0.1 -0.2
-1.4 -1.3 -0.9
-0.3 -0.1 0.0
-0.5 1.2 1.2
1.0 -1.5 -1.9
1.8 -0.9 -0.3
-0.4 -1.3 1.1
2.3 -0.5 -0.7
-3.0 1.0 1.3
2.7 -0.8 0.3
-0.3 1.0 1.1
-0.9 0.5 -0.8
-2.1 1.0 0.4
0.6 0.2 -1.1
-0.8 0.0 0.6

Calculated values
* charge: -2
* frontier orbital gap: 6.63 eV



ORCA calculation (wB97M-V/def2-TZVPD) on a single C6H5P molecule.

Positions of all 12 atoms, in Å:
H 1.3647 -3.0969 0.1055
P 0.0135 -3.3141 -0.1267
C -0.5168 -1.6603 -0.4071
C -1.7391 -1.2849 -0.8895
C -2.2765 -0.1644 -1.0284
C -1.8150 1.1364 -0.7353
C -0.5575 0.9795 -0.2390
C 0.1698 -0.3330 0.0533
H -2.1890 2.1541 -0.8526
H 0.0961 1.8988 0.0253
H 1.1117 -0.3636 -0.3527
H 0.3767 -0.5748 1.0971

Atomic forces in eV per Å
0.6 0.5 0.4
-1.4 1.4 -1.0
2.0 -2.5 1.1
-3.0 3.4 -0.7
0.0 -3.1 -0.2
1.9 0.6 0.6
1.6 1.4 1.1
-2.2 -0.8 0.3
-0.4 -0.7 -0.3
-1.3 -1.5 -0.5
2.5 0.4 -1.3
-0.3 0.9 0.3

Calculated values
* frontier orbital gap: 7.12 eV



ORCA calculation (wB97M-V/def2-TZVPD) on a single C6H6 molecule.

Positions of all 12 atoms, in Å:
C 3.1087 0.4799 0.4137
C 2.2042 -0.0498 -0.1757
C 1.1222 -0.9384 -0.6199
C -0.2043 -0.4329 -0.2349
C -1.2641 0.0747 0.0323
C -2.5829 0.6494 0.3080
H 3.9354 0.8535 0.9723
H 1.1406 -1.1432 -1.6977
H 1.3623 -1.8880 -0.1260
H -2.6709 1.0041 1.3395
H -2.7937 1.4953 -0.3542
H -3.3575 -0.1046 0.1425

Atomic forces in eV per Å
-0.2 -0.3 -0.3
0.5 0.0 0.5
0.0 -0.1 0.0
-0.5 0.3 0.1
0.4 -0.3 -0.2
-0.1 0.0 0.0
-0.1 0.2 -0.2
0.1 0.2 0.2
-0.4 0.0 -0.1
0.1 -0.1 -0.1
0.1 -0.1 0.1
0.1 0.1 0.0

Calculated values
* frontier orbital gap: 10.55 eV



ORCA calculation (wB97M-V/def2-TZVPD) on a single C6H6 molecule.

Positions of all 12 atoms, in Å:
C -1.5879 -1.1250 -0.7516
C -0.4333 -0.8735 -0.2108
C 0.6285 -1.4507 0.6506
C 1.6454 -0.6322 0.1006
C 0.5095 0.1852 -0.1122
C 0.1964 1.5145 0.4409
H -2.0690 -0.2873 -1.2263
H -1.9043 -2.1190 -0.7546
H 2.7742 -0.6470 -0.0237
H 0.5840 2.3321 -0.0538
H 0.6058 1.4746 1.5101
H -0.9491 1.6282 0.4309

Atomic forces in eV per Å
0.1 0.9 -0.3
1.1 -0.2 0.4
1.5 -0.1 -0.2
-0.2 -1.1 -0.7
1.2 0.9 -0.2
-2.2 -1.3 2.8
-0.4 -0.3 -0.5
-1.2 -1.2 0.1
-1.8 0.3 0.7
1.2 1.6 -1.2
-0.8 0.5 -1.2
1.7 0.0 0.3

Calculated values
* frontier orbital gap: 8.99 eV



ORCA calculation (wB97M-V/def2-TZVPD) on a single C6H6 molecule.

Positions of all 12 atoms, in Å:
C -3.6828 -0.2768 0.4434
C -2.5593 0.2013 0.4297
C 1.0352 1.2466 -0.6872
C -1.3431 0.6123 0.1108
C 0.0293 0.4527 -0.2046
C 0.5460 -0.9525 0.1799
H -4.5241 -0.8395 0.6734
H 1.9991 0.7338 -0.7914
H 0.9770 2.3743 -0.7257
H 1.5375 -1.0846 0.5245
H 0.5388 -1.4838 -0.8559
H -0.1489 -1.6834 0.6665

Atomic forces in eV per Å
-0.2 0.1 0.4
2.0 0.2 -1.0
-0.4 1.6 0.5
1.4 0.7 -0.4
-0.9 -1.2 1.9
-2.2 -2.5 -3.3
-1.0 -0.4 0.2
-0.3 0.6 -0.1
0.0 -1.6 -0.4
0.9 0.5 0.7
0.4 0.7 1.3
0.4 1.3 0.3

Calculated values
* frontier orbital gap (spin up / spin down): 6.76 / 6.84 eV



ORCA calculation (wB97M-V/def2-TZVPD) on a single C6H6 molecule.

Positions of all 12 atoms, in Å:
C -2.1499 -1.6833 0.2424
C -1.7846 -0.6173 -0.1733
C -1.0716 0.4892 -0.6409
C 0.6197 0.3514 -0.1426
C 1.8155 0.7458 -0.5057
C 1.6674 0.1546 0.8947
H -2.7765 -2.5162 0.3502
H -1.4836 1.4197 -0.3293
H -0.9909 0.6157 -1.6353
H 2.5722 1.2585 -1.0634
H 1.9873 -0.9688 1.1108
H 1.5950 0.7507 1.8923

Atomic forces in eV per Å
-0.6 0.7 -0.6
-0.2 -1.8 0.5
4.4 0.5 3.4
-2.2 1.6 -1.9
-1.0 -0.5 1.5
-0.3 -2.1 2.1
-0.1 -0.7 0.5
0.0 0.8 0.9
0.2 -0.3 -3.7
-0.2 0.0 -0.4
-0.5 2.4 -0.5
0.4 -0.7 -1.9

Calculated values
* frontier orbital gap: 10.20 eV



ORCA calculation (wB97M-V/def2-TZVPD) on a single C6H6 molecule.

Positions of all 12 atoms, in Å:
C -0.4429 2.1301 1.4169
C -0.3670 1.0706 0.8452
C -0.1874 -0.2206 0.1501
C 1.1934 -0.8430 0.4843
C -0.5562 -0.2159 -1.2616
C -1.2040 -0.5472 -2.2248
H -0.5295 3.0814 1.9040
H -1.0770 -0.9046 0.2081
H 2.0221 -0.1999 0.1546
H 1.3205 -0.9861 1.5636
H 1.3066 -1.8073 -0.0157
H -1.4929 -0.5709 -3.2404

Atomic forces in eV per Å
0.0 -0.5 -0.3
-0.2 0.3 0.1
-0.3 -0.2 -0.1
-0.1 -0.1 -0.1
0.0 0.1 -0.9
0.9 0.8 -0.3
0.0 -0.3 -0.1
0.8 0.2 2.2
-0.4 0.0 0.0
-0.2 0.0 -0.2
-0.1 0.1 0.1
-0.4 -0.2 -0.3

Calculated values
* frontier orbital gap: 10.55 eV



ORCA calculation (wB97M-V/def2-TZVPD) on a single C6H6 molecule.

Positions of all 12 atoms, in Å:
C -1.4731 0.6258 0.2385
C -0.7526 -0.7138 0.0435
C 0.6031 -0.5289 -0.5107
C 1.4109 -0.0205 -1.3458
C 2.6202 0.8491 -0.8347
C 2.1068 0.0531 0.1284
H -2.5086 0.4624 0.5525
H -0.9717 1.2322 0.9985
H -1.4780 1.1911 -0.6978
H -1.2985 -1.3379 -0.6743
H -0.7122 -1.2822 0.9783
H 2.6570 -0.6782 0.7135

Atomic forces in eV per Å
0.0 0.1 0.0
0.0 0.0 0.0
0.0 0.1 -0.4
-0.5 -0.3 0.1
-0.1 -0.3 0.4
0.6 0.3 0.0
0.2 0.0 0.0
-0.1 -0.1 -0.1
0.0 -0.1 0.1
0.1 0.1 0.1
0.0 0.1 -0.2
-0.1 0.1 0.0

Calculated values
* frontier orbital gap: 8.49 eV



Repeat the eighth record exactly.
ORCA calculation (wB97M-V/def2-TZVPD) on a single C6H6 molecule.

Positions of all 12 atoms, in Å:
C -1.5879 -1.1250 -0.7516
C -0.4333 -0.8735 -0.2108
C 0.6285 -1.4507 0.6506
C 1.6454 -0.6322 0.1006
C 0.5095 0.1852 -0.1122
C 0.1964 1.5145 0.4409
H -2.0690 -0.2873 -1.2263
H -1.9043 -2.1190 -0.7546
H 2.7742 -0.6470 -0.0237
H 0.5840 2.3321 -0.0538
H 0.6058 1.4746 1.5101
H -0.9491 1.6282 0.4309

Atomic forces in eV per Å
0.1 0.9 -0.3
1.1 -0.2 0.4
1.5 -0.1 -0.2
-0.2 -1.1 -0.7
1.2 0.9 -0.2
-2.2 -1.3 2.8
-0.4 -0.3 -0.5
-1.2 -1.2 0.1
-1.8 0.3 0.7
1.2 1.6 -1.2
-0.8 0.5 -1.2
1.7 0.0 0.3

Calculated values
* frontier orbital gap: 8.99 eV